Record 1
Computed, not measured: a cluster of 2 separate species, C2H7S2 in total in a non-equilibrium geometry, with the ωB97M-V functional and the def2-TZVPD basis.

Each line ends with the natural charge from an NBO analysis.
Element x y z (Å)
S1 -0.354 1.736 -1.288  -0.611
S2 1.924 0.599 1.048  -0.269
C1 1.357 -1.107 0.729  -0.730
C2 -1.699 0.595 -0.687  -0.739
H1 -1.621 -0.421 -1.071  0.176
H2 -1.836 0.625 0.397  0.179
H3 0.989 1.149 0.098  0.186
H4 -2.554 1.116 -1.108  0.196
H5 1.919 -1.377 -0.165  0.202
H6 1.577 -1.777 1.557  0.194
H7 0.297 -1.138 0.489  0.215

The value obtained for the energy above the lowest of the compared OMol25 structures with the same formula, charge and spin is 0.6493 eV. The value obtained for the total energy is -876.7861 Eh. The LUMO energy is 3.770 eV. For the HOMO energy, the calculation gives -0.09870 Eh. Its charge is -1.

Record 2
Computed, not measured: a structure of composition C22H38As3N2O2Rb in a non-equilibrium geometry, with the ωB97M-V functional and the def2-TZVPD basis.

Each line ends with the Mulliken charge.
Element x y z (Å)
Rb1 -0.157 0.031 0.120  0.590
As1 -2.385 -2.208 0.854  0.429
As2 -2.556 2.286 0.000  0.567
As3 -6.866 -0.402 -1.553  0.285
O1 -0.784 0.432 2.485  -0.650
O2 1.410 0.523 2.045  -0.785
N1 2.043 -1.928 -0.382  -0.243
N2 0.623 -0.729 -2.467  -0.298
C1 -2.903 2.899 1.826  -1.264
C2 -7.289 1.484 -1.180  -0.993
C3 -5.587 -0.928 -0.142  -1.436
C4 1.150 -1.964 -2.656  0.333
C5 1.899 -2.561 -1.582  0.443
C6 2.403 -3.832 -1.779  -0.871
C7 -4.652 0.021 0.591  3.430
C8 -3.687 -0.808 1.470  -1.578
C9 -5.503 0.875 1.533  -1.885
C10 -5.619 -0.104 -3.048  -0.931
C11 0.971 -2.671 -3.861  1.247
C12 0.710 0.914 4.268  -1.132
C13 -3.423 3.779 -0.954  -1.280
C14 -2.515 -2.412 -1.108  -1.021
C15 2.209 -4.523 -2.980  -0.671
C16 1.513 -3.970 -4.014  -1.038
C17 0.236 -2.040 -4.882  -0.683
C18 -0.074 -0.179 -3.421  -0.455
C19 -3.932 0.886 -0.429  -0.350
C20 -0.285 -0.797 -4.672  -0.651
C21 0.424 0.590 2.805  0.745
C22 -3.431 -3.821 1.276  -1.217
H1 -5.005 -1.707 -0.648  -0.201
H2 -6.121 1.605 1.005  0.273
H3 -2.714 2.103 2.535  0.296
H4 -3.059 -0.149 2.071  0.154
H5 -6.211 0.035 -3.951  0.423
H6 -0.488 0.806 -3.236  0.463
H7 -3.495 -2.741 -1.445  0.427
H8 -4.702 1.443 -1.014  -0.597
H9 -6.164 0.235 2.106  0.471
H10 -3.536 -3.908 2.361  0.386
H11 -6.189 -1.462 0.614  0.546
H12 -3.428 3.574 -2.029  0.343
H13 -5.017 -1.000 -3.171  0.265
H14 1.359 -4.493 -4.937  0.409
H15 -2.845 4.691 -0.783  0.438
H16 2.630 -5.509 -3.075  0.390
H17 -4.959 0.754 -2.909  0.191
H18 -6.416 2.122 -1.111  0.166
H19 -3.915 3.311 1.916  0.359
H20 2.715 -2.333 0.259  0.225
H21 1.748 0.769 4.523  0.322
H22 -1.782 -3.205 -1.318  0.429
H23 0.455 1.951 4.448  0.292
H24 -0.851 -0.288 -5.429  0.428
H25 -7.860 1.550 -0.258  0.327
H26 2.962 -4.302 -0.995  0.358
H27 -2.167 3.694 2.005  0.439
H28 -4.420 -3.800 0.820  0.301
H29 -4.886 1.414 2.244  0.423
H30 -7.922 1.835 -1.995  0.420
H31 -4.303 -1.383 2.187  0.514
H32 -3.439 0.220 -1.158  0.023
H33 0.091 -2.546 -5.819  0.430
H34 -2.213 -1.540 -1.682  0.060
H35 0.072 0.327 4.916  0.309
H36 -2.883 -4.693 0.913  0.428
H37 -4.454 3.936 -0.617  0.304
H38 1.976 -0.916 -0.304  0.128

The value obtained for the energy above the lowest of the compared OMol25 structures with the same formula, charge and spin is 0.1570 eV. The value obtained for the total energy is -7852.4827 Eh. The LUMO energy is -0.018 eV. For the HOMO energy, the calculation gives -0.29728 Eh. Its charge is 0.

Record 3
Computed, not measured: a structure of composition C26H22BeF22MgN3O7SSi in a non-equilibrium geometry, with the ωB97M-V functional and the def2-TZVPD basis.

Each line ends with the Mulliken charge.
Element x y z (Å)
S1 -7.445 0.966 -1.302  1.040
Si1 0.673 -2.375 1.690  -0.039
Mg1 -2.067 -3.558 1.848  0.938
F1 3.260 -1.528 -2.029  -0.181
F2 -5.730 1.103 -3.310  -0.213
F3 3.556 3.873 1.288  -0.271
F4 -0.543 -0.673 4.895  -0.187
F5 2.610 0.744 -0.085  -0.210
F6 4.524 1.676 1.625  -0.275
F7 -3.832 -2.428 4.453  -0.235
F8 4.122 -0.670 -3.800  -0.341
F9 5.889 2.056 0.010  -0.278
F10 -4.958 3.835 -0.312  -0.242
F11 2.825 3.332 -0.658  -0.239
F12 -5.026 5.202 -2.482  -0.305
F13 -6.702 2.984 -2.841  -0.243
F14 2.063 1.157 -4.027  -0.318
F15 4.466 -0.335 0.129  -0.330
F16 5.469 0.289 -2.030  -0.319
F17 -3.257 5.210 -0.211  -0.313
F18 1.699 -0.966 -4.195  -0.360
F19 4.789 4.220 -0.429  -0.265
F20 -7.786 1.424 -3.875  -0.236
F21 -3.936 3.397 -3.105  -0.163
F22 4.125 1.901 -2.496  -0.284
O1 -8.676 1.666 -1.033  -0.631
O2 4.471 -3.251 2.648  -0.372
O3 -3.924 -2.138 2.311  -0.461
O4 -7.589 -0.449 -1.532  -0.638
O5 -2.607 -0.129 5.279  -0.360
O6 -6.361 1.308 -0.390  -0.534
O7 -0.533 -2.675 -2.200  -0.623
N1 -2.069 -1.428 3.433  0.518
N2 -0.291 -0.220 0.406  0.473
N3 -2.555 0.343 1.986  -0.569
C1 3.355 -0.384 -2.724  0.511
C2 0.620 -3.241 0.049  -0.698
C3 0.800 0.029 -2.315  -0.031
C4 4.595 1.967 0.311  0.466
C5 -6.894 1.645 -2.916  0.597
C6 -2.824 2.934 -0.521  -0.035
C7 -0.593 -0.951 1.459  -0.320
C8 0.111 -3.680 2.955  -0.790
C9 3.917 0.773 -0.412  0.497
C10 4.181 0.682 -1.938  0.695
C11 -1.108 0.807 0.091  -0.116
C12 -1.685 2.657 -1.321  -0.445
C13 5.371 -4.201 2.809  -0.206
C14 -3.841 4.446 -2.311  0.235
C15 -3.089 2.149 0.564  0.259
C16 -0.819 1.619 -1.048  0.200
C17 3.919 3.381 0.106  0.711
C18 -3.346 -1.962 3.346  0.627
C19 -1.823 -0.682 4.635  0.393
C20 6.289 -4.198 1.517  -0.998
C21 2.357 -1.660 2.002  -0.967
C22 0.372 1.457 -1.962  -0.536
C23 1.972 0.025 -3.299  0.741
C24 -2.242 1.071 0.894  -0.904
C25 -3.747 4.076 -0.826  0.715
C26 -1.724 -0.624 2.218  0.524
Be1 -5.776 6.149 -0.853  0.584
H1 7.044 -4.978 1.635  0.372
H2 2.257 -0.576 1.997  0.277
H3 2.966 -1.906 1.139  0.130
H4 -3.953 2.351 1.177  0.545
H5 6.075 -4.086 3.656  0.271
H6 -0.978 -3.773 2.988  0.026
H7 2.822 -2.007 2.910  0.641
H8 -0.478 -3.315 -0.236  0.325
H9 0.107 1.939 -2.897  0.766
H10 6.790 -3.240 1.400  0.291
H11 0.520 -4.676 2.808  0.572
H12 -1.124 -3.153 -2.800  0.127
H13 1.229 2.008 -1.581  -0.045
H14 0.415 -3.375 3.954  0.341
H15 -0.017 -0.504 -2.790  0.792
H16 1.098 -0.572 -1.468  -0.900
H17 1.148 -2.692 -0.715  -0.072
H18 0.953 -4.274 0.120  0.466
H19 -3.020 5.094 -2.603  0.344
H20 5.702 -4.409 0.627  0.303
H21 -1.481 3.289 -2.172  0.502
H22 4.997 -5.238 2.903  0.279

The value obtained for the total energy is -4793.7349 Eh. The LUMO energy is -8.406 eV. For the HOMO energy, the calculation gives -0.34665 Eh. Its charge is +1.

Record 4
Computed, not measured: a cluster of 7 separate species, C26H39N2O18S in total, with the ωB97M-V functional and the def2-TZVPD basis.

Each line ends with the Mulliken charge.
Element x y z (Å)
S1 -1.737 3.288 4.850  -0.362
O1 -7.668 2.122 0.539  -0.517
O2 -1.391 0.678 2.981  -0.440
O3 -7.756 1.359 2.662  -0.265
O4 -1.683 -1.069 -2.766  -0.349
O5 -1.928 -0.958 4.439  -0.337
O6 1.861 -1.996 -9.007  -0.542
O7 8.936 2.022 -2.341  -0.323
O8 -0.137 -2.738 -8.276  -0.370
O9 -1.953 -3.280 -3.060  -0.557
O10 0.085 -0.003 4.541  -0.253
O11 2.913 0.759 -0.788  -0.310
O12 3.396 -0.151 1.216  -0.529
O13 -0.704 -2.486 -1.365  -0.397
O14 8.675 -0.189 -2.673  -0.533
O15 -9.644 1.640 1.513  -0.364
O16 1.586 -2.655 -6.872  -0.338
O17 9.917 0.582 -0.958  -0.358
O18 4.651 -0.622 -0.593  -0.378
N1 -5.246 4.015 4.371  -0.544
N2 -4.003 4.863 4.603  -0.255
C1 9.135 0.711 -2.055  0.690
C2 -5.105 3.415 3.070  0.292
C3 -1.492 -2.366 -2.450  0.560
C4 -8.281 1.747 1.477  0.624
C5 -11.354 1.280 3.202  -1.437
C6 10.778 2.028 0.802  -1.444
C7 1.171 -2.421 -8.140  0.592
C8 9.428 2.788 -1.231  -0.476
C9 5.733 -0.425 -2.768  -1.471
C10 10.493 1.871 -0.668  0.505
C11 0.419 -2.927 -6.075  -0.309
C12 -0.056 -0.799 5.719  -0.532
C13 3.650 0.846 -2.017  -0.530
C14 -1.108 -0.021 3.888  0.552
C15 -8.830 1.221 3.594  -0.532
C16 0.201 -0.990 0.350  -1.492
C17 -0.537 -3.485 -7.105  0.566
C18 -1.969 -2.335 6.436  -1.478
C19 -9.994 0.890 2.686  0.508
C20 -1.171 -0.276 -1.672  -0.464
C21 -1.137 -1.777 5.311  0.521
C22 -1.993 -3.296 -6.787  -1.395
C23 4.433 -0.449 -2.011  0.735
C24 -0.108 -1.189 -1.104  1.017
C25 3.630 -0.020 0.063  0.690
C26 -3.023 4.233 4.857  0.171
H1 3.805 -1.279 -2.349  0.270
H2 -5.953 2.742 2.989  -0.327
H3 9.856 1.986 1.382  0.351
H4 -0.709 -1.004 0.950  0.359
H5 -0.321 -4.539 -7.302  0.225
H6 -2.270 -3.917 -5.936  0.374
H7 11.422 1.223 1.152  0.353
H8 6.312 -1.323 -2.571  0.419
H9 6.339 0.423 -2.462  0.123
H10 5.550 -0.356 -3.840  0.387
H11 -8.955 2.173 4.115  0.333
H12 -1.982 -0.091 -0.966  0.307
H13 -0.714 -2.590 4.711  0.247
H14 -2.618 -3.562 -7.638  0.363
H15 -2.360 -1.532 7.060  0.356
H16 -11.363 2.325 3.513  0.353
H17 -5.151 4.139 2.236  0.178
H18 0.656 -3.622 -5.275  0.283
H19 -2.203 -2.255 -6.541  0.328
H20 0.889 -1.273 5.972  0.291
H21 8.607 2.947 -0.530  0.303
H22 -11.631 0.656 4.051  0.370
H23 -12.106 1.164 2.422  0.346
H24 -2.822 -2.887 6.041  0.353
H25 11.273 2.980 0.992  0.381
H26 11.418 1.954 -1.246  0.257
H27 2.973 0.945 -2.861  0.330
H28 -0.786 0.671 -2.038  0.319
H29 -0.374 -0.149 6.539  0.324
H30 -8.605 0.440 4.316  0.303
H31 9.809 3.747 -1.570  0.302
H32 -9.980 -0.171 2.415  0.235
H33 0.707 -0.041 0.511  0.337
H34 4.301 1.722 -1.966  0.297
H35 -4.205 2.795 2.928  -0.076
H36 0.810 -1.131 -1.699  -0.067
H37 -1.372 -3.007 7.053  0.381
H38 0.841 -1.793 0.717  0.378
H39 0.063 -1.987 -5.648  0.214

The value obtained for the total energy is -2876.1679 Eh. The LUMO energy is 1.544 eV. For the HOMO energy, the calculation gives -0.06571 Eh. Its charge is -1.